Density functional theory data (ωB97M-V/def2-TZVPD) for 8 unconnected molecules or ions with the total composition C23H33IN9O5PS.

XYZ file:
```
73
C23H33IN9O5PS, DFT ωB97M-V/def2-TZVPD
O 2.06634 -2.23739 3.93042
C 2.33173 -1.49297 3.06115
O 2.04892 -0.11663 3.03268
C 1.92245 0.26009 1.65946
C 1.93362 1.77338 1.28013
C 1.05040 2.68930 2.24086
C -0.15585 3.40123 1.50378
C -1.15779 2.38549 0.79854
S -1.57446 1.06925 2.01274
C -3.34491 0.75675 2.00714
N -4.34665 1.11473 1.17761
N -5.44314 0.54545 1.79437
C -5.11513 -0.09690 2.89916
O -3.72755 -0.01392 3.07928
C 2.82958 -0.76438 0.83918
P 1.68230 -1.73567 -0.34299
O 0.43722 -2.44931 0.56611
I 0.70604 -0.11054 -1.95808
O 3.04139 -1.74524 1.88659
H 0.88574 -0.08024 1.38505
H 1.55815 1.96461 0.23716
H 3.00199 2.12844 1.33699
H 1.73116 3.52305 2.57130
H 0.73758 2.16145 3.17810
H 0.23268 4.15588 0.76436
H -0.76853 3.99445 2.23882
H -2.03899 2.90030 0.34942
H -0.58344 1.94308 -0.06448
H -5.75391 -0.64290 3.62538
H 3.74785 -0.31643 0.39350
H -0.36060 -2.54495 0.00521
C -6.68537 0.79644 -1.63190
C -6.16770 1.54037 -2.80388
N -5.76654 2.11501 -3.71354
H -6.68945 -0.27149 -1.84237
H -6.05284 0.98199 -0.76125
H -7.70182 1.11799 -1.40735
C 6.79967 -1.61945 -1.79381
C 5.80896 -0.52186 -1.72211
N 5.04048 0.32922 -1.66649
H 6.28617 -2.57099 -1.92338
H 7.47153 -1.45841 -2.63639
H 7.38309 -1.65243 -0.87714
C -1.68766 2.42703 -4.28293
C -0.44101 3.14221 -3.91786
N 0.52398 3.69548 -3.63422
H -1.95792 2.65705 -5.31290
H -1.53921 1.35167 -4.18462
H -2.49930 2.73633 -3.62469
C -4.76380 -2.28023 -2.88451
C -3.77818 -2.48035 -1.79972
N -3.01789 -2.63532 -0.95647
H -5.75883 -2.17133 -2.45573
H -4.51499 -1.37914 -3.44530
H -4.75908 -3.13490 -3.55999
C -6.79293 2.79500 4.69173
C -7.35970 4.15732 4.82537
N -7.79883 5.21228 4.92887
H -6.78382 2.49829 3.64270
H -5.77295 2.77880 5.07514
H -7.39702 2.08576 5.25713
C 4.67725 -4.45497 -4.36576
C 4.12799 -3.54442 -3.33373
N 3.70227 -2.83851 -2.53394
H 5.68163 -4.77047 -4.08416
H 4.04082 -5.33418 -4.45987
H 4.72094 -3.94191 -5.32594
C 8.45690 -3.04327 2.29693
C 9.00327 -2.80539 0.94026
N 9.42598 -2.62104 -0.11139
H 8.20963 -2.09238 2.76777
H 7.55651 -3.65341 2.23137
H 9.19559 -3.56184 2.90709
```

* orbital gap: 8.16 eV
* E: -76255.35723 eV
* max |F|: 0.07557 hartree/bohr
* molar mass: 705.52 g mol⁻¹

Density functional theory data (ωB97M-V/def2-TZVPD) for a single C23H33N3O3 molecule.

XYZ file:
```
62
C23H33N3O3, DFT ωB97M-V/def2-TZVPD
C -0.05220 -4.22041 -0.06384
C -0.54815 -2.98928 0.67071
O -0.65589 -1.91719 -0.26724
C -1.02200 -0.73446 0.23047
O -1.25616 -0.55936 1.39724
C -1.12556 0.32736 -0.85957
C -2.37524 0.00138 -1.71214
C -3.60456 -0.17452 -0.86634
C -3.94485 -1.43050 -0.37363
C -5.04828 -1.57982 0.44164
C -5.83816 -0.49273 0.77845
C -5.51832 0.76322 0.27843
O -6.22083 1.90567 0.52225
C -7.34876 1.83403 1.35906
C -4.40133 0.90882 -0.54401
C -1.22444 1.71444 -0.21919
C 0.08005 2.07283 0.48758
C 1.26668 1.90627 -0.45341
N 1.30436 0.54437 -0.95724
C 2.54348 0.25424 -1.65731
C 3.66478 0.16363 -0.67904
C 4.99357 0.51791 -0.74114
C 5.53079 0.15448 0.51037
C 6.93578 0.31535 0.99402
C 7.90174 -0.46670 0.10235
C 7.31684 1.79647 1.03587
N 4.59282 -0.37729 1.27535
N 3.47889 -0.37439 0.54603
C 0.12411 0.26929 -1.74915
H 0.91910 -4.02428 -0.51019
H 0.03838 -5.04934 0.63196
H -0.74800 -4.49395 -0.85273
H -1.53103 -3.16007 1.12492
H 0.14280 -2.69446 1.46828
H -2.18007 -0.91874 -2.26704
H -2.52427 0.81281 -2.42743
H -3.34698 -2.29030 -0.63681
H -5.30661 -2.55610 0.82541
H -6.69208 -0.63939 1.42046
H -8.11904 1.17708 0.94153
H -7.73707 2.84970 1.41818
H -7.08302 1.49001 2.36386
H -4.17981 1.89392 -0.92405
H -1.43246 2.44838 -1.00145
H -2.04468 1.72536 0.49838
H 0.03877 3.10304 0.84434
H 0.21044 1.41852 1.34902
H 1.19062 2.63136 -1.28596
H 2.19829 2.10422 0.08174
H 2.78524 1.00735 -2.42811
H 2.42875 -0.71278 -2.16135
H 5.50445 0.97068 -1.56601
H 6.97554 -0.09230 2.00880
H 7.87591 -0.08268 -0.91506
H 8.91839 -0.37850 0.47914
H 7.62966 -1.51944 0.08064
H 8.32670 1.91580 1.42219
H 6.63223 2.34543 1.67829
H 7.27506 2.22816 0.03822
H 2.60135 -0.69047 0.92660
H 0.00673 0.99450 -2.57670
H 0.21713 -0.73010 -2.17986
```

* orbital gap: 9.26 eV
* E: -34999.98021 eV
* energy above the lowest of the compared OMol25 structures with the same formula, charge and spin: 1.0321 eV
* max |F|: 0.01591 hartree/bohr
* molar mass: 399.53 g mol⁻¹

Density functional theory data (ωB97M-V/def2-TZVPD) for a molecular structure, C23H33N3O6PdS.

XYZ file:
```
67
C23H33N3O6PdS, DFT ωB97M-V/def2-TZVPD
Pd -0.58114 0.50184 0.15647
O 0.11470 -4.30535 -0.88033
C -0.26003 -3.07118 -0.59060
O -0.34386 -2.16830 -1.38157
C -0.60605 -2.92908 0.87579
C -0.75174 -4.04799 1.68923
C -1.16378 -3.87252 2.99738
C -1.41807 -2.58984 3.45476
C -1.22534 -1.53486 2.58074
N -0.82384 -1.69496 1.31941
C -1.50896 -0.11060 2.90342
O -1.83147 0.27098 4.10607
O -1.46713 0.73606 2.02067
H 0.30783 -4.38613 -1.82704
H -0.55508 -5.03301 1.29156
H -1.29754 -4.72409 3.65073
H -1.76857 -2.44438 4.46884
H -1.85331 -0.44661 4.75411
C 2.26420 3.44499 -2.57050
C 1.91303 2.80211 -3.90446
C 1.49013 1.34250 -3.77267
S -0.03852 1.17414 -2.80620
O 0.48336 0.45334 -1.51722
C -0.93193 -0.10821 -3.72171
C -2.44232 0.08531 -3.61848
C -3.00485 -0.11160 -2.21792
H 2.48369 4.50477 -2.69140
H 3.13900 2.96893 -2.12338
H 1.43391 3.36211 -1.86570
H 2.78066 2.82099 -4.56630
H 1.13063 3.36977 -4.41279
H 2.21488 0.75099 -3.20815
H 1.32668 0.87329 -4.74059
H -0.59089 -1.05489 -3.29644
H -0.60333 -0.04025 -4.75793
H -2.90654 -0.62386 -4.30566
H -2.70118 1.08005 -3.99048
H -2.76046 -1.10138 -1.82944
H -4.08759 0.00209 -2.21789
H -2.60801 0.63306 -1.52074
C 3.38712 6.58490 3.92057
C 3.95962 5.48485 3.04097
N 2.91940 4.56183 2.53229
C 2.75101 3.28206 3.21122
C 1.55648 3.22523 4.14783
C 2.19535 5.02620 1.49362
O 2.43022 6.09951 0.96205
C 0.98282 4.28921 0.92742
C 0.02125 5.13870 0.37814
C -1.11407 4.62939 -0.22201
C -1.26669 3.26154 -0.29716
N -0.33938 2.44485 0.21107
C 0.75859 2.92803 0.82196
H 4.19267 7.22432 4.28135
H 2.87259 6.16973 4.78874
H 2.69212 7.20582 3.35719
H 4.67994 4.88590 3.59523
H 4.47154 5.91851 2.18606
H 3.66329 3.11309 3.77828
H 2.72649 2.46599 2.48490
H 1.64672 3.98005 4.92886
H 1.50575 2.24682 4.62911
H 0.61851 3.40231 3.62263
H 0.20041 6.20442 0.42648
H -1.87187 5.27888 -0.63655
H -2.12400 2.80189 -0.76199
H 1.45082 2.18367 1.18334
```

* orbital gap: 7.02 eV
* E: -55443.37665 eV
* energy above the lowest of the compared OMol25 structures with the same formula, charge and spin: 0.1831 eV
* max |F|: 0.02131 hartree/bohr
* total charge: +2
* molar mass: 586.02 g mol⁻¹

Density functional theory data (ωB97M-V/def2-TZVPD) for a gas-phase ion, C23H33N4O4 (charge +1).

XYZ file:
```
64
C23H33N4O4, DFT ωB97M-V/def2-TZVPD
C -3.07157 -3.93453 1.06410
C -2.59968 -2.62456 0.44077
C -3.78857 -1.69063 0.23800
N -3.41971 -0.35813 -0.31030
C -3.05762 -0.42685 -1.74812
C -2.15293 0.72368 -2.18005
C -1.77808 0.58026 -3.65152
C -4.49077 0.64258 -0.05088
C -4.31598 1.31096 1.30992
C -3.03531 2.14512 1.36879
N -1.88128 1.25766 1.31960
C -0.59250 1.71367 1.09135
C -0.33853 2.91448 0.41871
C 0.94539 3.33707 0.15988
C 2.05136 2.58188 0.55710
C 3.41320 3.17404 0.35200
O 3.57386 4.37295 0.44763
N 4.44753 2.33082 0.12010
C 4.44217 0.96516 -0.20645
C 3.47586 0.42017 -1.05123
C 3.51978 -0.92999 -1.33917
C 4.50809 -1.74814 -0.81915
C 5.49257 -1.20224 0.00175
O 6.51587 -1.88596 0.55547
C 6.63144 -3.26909 0.30591
C 5.44810 0.16069 0.30096
C 1.83247 1.40464 1.24139
C 0.53401 0.95244 1.48833
N 0.42035 -0.29041 2.17126
O -0.69749 -0.81120 2.23812
O 1.40993 -0.79976 2.63601
H -3.52874 -3.75760 2.03368
H -3.79601 -4.43205 0.42390
H -2.22700 -4.60098 1.20642
H -1.87409 -2.15673 1.10689
H -2.10731 -2.84642 -0.50666
H -4.51858 -2.14293 -0.43849
H -4.26935 -1.53676 1.20536
H -2.58447 0.00713 0.21864
H -3.97730 -0.43731 -2.33802
H -2.53196 -1.36528 -1.92583
H -2.64936 1.68448 -2.03686
H -1.24405 0.71962 -1.57405
H -1.13283 1.39913 -3.95415
H -1.24912 -0.35258 -3.82662
H -2.66514 0.59630 -4.27913
H -4.44889 1.40729 -0.82762
H -5.46042 0.14502 -0.11918
H -5.16963 1.96594 1.48230
H -4.30844 0.56765 2.10902
H -3.01305 2.82631 0.51709
H -3.02950 2.75000 2.28310
H -1.89352 0.56130 2.06853
H -1.15764 3.54171 0.10986
H 1.11852 4.27730 -0.34074
H 5.35842 2.77206 0.17249
H 2.71973 1.05285 -1.48978
H 2.77712 -1.35769 -1.99650
H 4.51161 -2.79627 -1.06873
H 5.76063 -3.81651 0.67869
H 6.76641 -3.47358 -0.76028
H 7.51804 -3.59065 0.84893
H 6.21403 0.57000 0.94035
H 2.64994 0.80247 1.60714
```

* orbital gap: 7.19 eV
* E: -38529.11946 eV
* energy above the lowest of the compared OMol25 structures with the same formula, charge and spin: 0.0715 eV
* max |F|: 0.02764 hartree/bohr
* total charge: +1
* molar mass: 429.54 g mol⁻¹

max |F| of number 1 (C23H33IN9O5PS)? 0.07557 hartree/bohr

Which of these has the highest orbital gap? C23H33N3O3